Entry 1:
C9H10ClNO2 | ωB97M-V with the def2-TZVPD basis set

Geometry (Å):
C  2.851335  1.584891  -0.264584
C  2.106831  1.617162  0.898224
C  2.267890  1.021943  -1.437839
C  0.721685  1.281596  0.959488
C  1.039869  0.463338  -1.350476
C  0.280761  0.623438  -0.181542
C  -0.791744  -2.212128  0.604820
C  -1.796309  -1.610542  -0.380714
C  -1.800231  -0.154343  -0.393129
N  -2.266489  0.557025  0.759692
O  -2.116956  -0.010326  1.840492
O  -2.656193  1.703713  0.663503
Cl  -2.326565  0.593757  -1.882461
H  3.890240  1.824279  -0.269608
H  2.741090  1.737875  1.858651
H  3.064983  1.057547  -2.210033
H  0.133835  1.245756  1.823083
H  0.570563  -0.231492  -2.013932
H  0.256868  -1.872746  0.258318
H  -0.873589  -2.025629  1.661694
H  -0.802088  -3.183698  0.472765
H  -2.855140  -2.015562  -0.077886
H  -1.640657  -1.995856  -1.338519

Cartesian forces, eV/Å:
C -2.1 -0.9 -0.3
C 1.0 0.1 2.2
C 3.2 1.4 0.9
C 1.3 -1.5 -2.4
C -2.1 -0.8 0.7
C -1.6 0.1 -0.2
C 2.3 4.3 -0.9
C -2.1 -1.3 3.2
C 3.5 2.4 -1.3
N -0.1 1.0 1.9
O -0.2 0.0 -0.4
O -0.1 -0.3 -0.3
Cl -0.1 -0.3 0.2
H 0.5 0.3 0.1
H -1.6 0.4 -1.4
H -1.5 -0.8 -0.3
H -0.6 0.3 1.4
H 0.2 0.1 -1.2
H -1.5 -0.4 0.7
H -0.4 0.5 0.1
H -0.1 -5.1 -0.6
H 1.6 0.9 -0.5
H 0.5 -0.4 -1.6

Properties
ΔE to the lowest compared entry with this formula, charge and spin in kcal/mol: 164.5
HOMO in eV: -9.633
LUMO level in eV: -0.7
Electronic energy in hartree: -1014.14607
Orbital gap in eV: 8.91
Net charge: 0

---

Entry 2:
C5H4S3 | ωB97M-V with the def2-TZVPD basis set

Geometry (Å):
S  -3.368332  -1.327052  0.014877
C  -1.913780  -0.555262  -0.117356
C  -1.651935  0.895152  -0.018767
C  -0.352933  1.134638  0.005446
C  0.533984  -0.031012  0.069009
C  1.872875  0.052418  -0.007176
S  3.106673  -1.204000  -0.019205
S  -0.449094  -1.491827  -0.024586
H  -2.457508  1.617394  0.042400
H  0.091389  2.103236  -0.040201
H  2.383850  0.995959  -0.071061
H  2.204811  -2.189648  0.166615

Cartesian forces, eV/Å:
S 0.5 0.6 -0.5
C -1.4 -0.3 1.4
C -0.7 -1.3 -0.4
C 1.3 0.0 0.1
C 0.2 0.2 -0.9
C 0.5 -0.4 0.1
S -1.1 -0.1 0.1
S 0.3 0.4 0.0
H 0.1 -0.2 -0.2
H 0.2 0.6 0.2
H -0.3 0.6 0.1
H 0.4 -0.1 -0.1

Properties
ΔE to the lowest compared entry with this formula, charge and spin in kcal/mol: 5.9
HOMO in eV: -8.168
LUMO level in eV: -1.0
Electronic energy in hartree: -1387.44829
Orbital gap in eV: 7.14
SMILES string: S=C1C=C/C(=C/S)S1
Net charge: 0